A 20-piece molecular cluster, C60H140N20O20 overall. Source: the Open Molecules 2025 dataset; level of theory: wB97M-V/def2-TZVPD.

As for the largest force on an atom: 5.94 eV Å⁻¹. The calculation puts the frontier orbital gap at 8.66 eV. The energy above the lowest of the compared OMol25 structures with the same formula, charge and spin is 202.1 kcal/mol. For the LUMO energy, the calculation gives 0.260 eV.

Structure (ORCA input):
```
! wB97M-V def2-TZVPD RIJCOSX def2/J DEFGRID3
* xyz 0 1
C 8.11 31.89 21.56
C 8.07 31.76 23.02
O 7.87 32.81 23.68
N 8.39 30.59 23.43
C 8.59 30.25 24.78
H 8.23 32.90 21.17
H 7.20 31.46 21.14
H 8.92 31.26 21.18
H 8.62 29.85 22.78
H 8.43 29.21 25.04
H 7.87 30.72 25.46
H 9.64 30.40 25.04
C 2.77 37.31 19.43
C 1.34 37.34 19.07
O 0.58 38.07 19.68
N 0.89 36.64 17.98
C 1.63 35.80 17.09
H 2.94 37.90 20.33
H 3.56 37.75 18.82
H 3.17 36.32 19.63
H -0.06 36.74 17.66
H 2.24 35.12 17.69
H 2.17 36.58 16.56
H 1.05 35.19 16.41
C 6.80 35.74 23.54
C 6.95 37.06 22.78
O 6.94 38.07 23.42
N 7.11 37.10 21.45
C 7.16 38.30 20.68
H 7.83 35.38 23.57
H 6.18 35.05 22.97
H 6.31 35.91 24.50
H 7.21 36.20 21.00
H 8.11 38.81 20.83
H 6.37 38.93 21.09
H 7.00 38.18 19.60
C -1.13 34.69 19.97
C -1.96 35.36 21.02
O -2.62 34.72 21.84
N -1.80 36.65 21.12
C -2.36 37.56 22.14
H -1.25 34.89 18.91
H -1.46 33.67 19.79
H -0.07 34.94 20.05
H -1.22 37.05 20.39
H -1.51 37.86 22.75
H -3.20 37.19 22.72
H -2.66 38.49 21.66
C 8.41 37.34 11.71
C 9.20 38.11 10.60
O 9.92 37.46 9.80
N 9.14 39.44 10.63
C 9.88 40.29 9.70
H 9.06 36.99 12.52
H 8.06 36.43 11.20
H 7.53 37.88 12.06
H 8.38 39.79 11.21
H 10.92 40.28 10.00
H 9.51 41.32 9.62
H 9.82 39.80 8.73
C 6.34 35.67 17.26
C 6.33 34.88 18.55
O 7.12 35.08 19.47
N 5.34 34.03 18.66
C 5.16 33.04 19.76
H 5.69 36.54 17.36
H 5.90 35.10 16.44
H 7.33 36.00 16.93
H 4.66 34.04 17.92
H 5.75 33.30 20.63
H 5.53 32.09 19.38
H 4.11 33.12 20.04
C 10.16 36.39 19.22
C 10.75 36.82 20.55
O 11.80 37.43 20.52
N 10.11 36.41 21.71
C 10.74 36.54 22.96
H 10.93 36.13 18.50
H 9.53 37.22 18.93
H 9.58 35.48 19.42
H 9.29 35.82 21.64
H 11.43 37.36 23.13
H 11.33 35.62 22.99
H 10.13 36.51 23.87
C 2.94 27.48 20.85
C 3.92 28.53 20.43
O 3.96 29.68 20.98
N 4.88 28.21 19.55
C 5.95 29.02 19.03
H 1.94 27.91 20.76
H 3.06 27.26 21.91
H 3.04 26.56 20.27
H 4.71 27.31 19.12
H 5.54 29.21 18.04
H 6.83 28.39 19.07
H 5.89 29.97 19.56
C 2.32 31.13 18.12
C 2.64 31.88 16.89
O 3.46 32.87 16.81
N 1.97 31.41 15.85
C 2.30 31.73 14.43
H 2.90 31.47 18.98
H 2.63 30.11 17.88
H 1.29 31.05 18.44
H 1.26 30.70 15.92
H 3.22 32.24 14.13
H 1.50 32.29 13.95
H 2.21 30.81 13.86
C 11.38 38.93 13.42
C 10.58 39.44 14.58
O 9.54 40.02 14.30
N 11.02 39.29 15.85
C 10.35 39.80 17.01
H 11.33 39.67 12.62
H 10.90 38.06 12.96
H 12.35 38.50 13.67
H 12.01 39.20 15.97
H 9.27 39.65 17.07
H 10.53 40.87 16.92
H 10.69 39.45 17.98
C 1.42 35.45 23.38
C 2.17 34.47 22.53
O 2.66 34.78 21.48
N 2.34 33.28 23.05
C 2.71 32.04 22.43
H 0.36 35.18 23.46
H 1.55 36.41 22.89
H 1.98 35.44 24.31
H 2.07 32.99 23.98
H 2.26 32.02 21.43
H 2.18 31.18 22.83
H 3.76 31.75 22.49
C 12.98 34.40 20.78
C 13.23 32.99 21.21
O 12.45 32.07 20.84
N 14.28 32.81 22.04
C 14.67 31.55 22.56
H 12.00 34.53 20.33
H 13.62 34.78 19.97
H 13.02 34.98 21.70
H 14.88 33.61 22.15
H 13.80 30.91 22.70
H 15.21 31.81 23.47
H 15.31 30.95 21.92
C -0.38 29.70 21.40
C -1.17 29.96 20.15
O -0.57 29.58 19.19
N -2.38 30.49 20.14
C -2.99 31.18 21.24
H -0.51 28.68 21.73
H -0.69 30.27 22.28
H 0.71 29.76 21.39
H -2.79 30.56 19.22
H -2.55 30.96 22.22
H -3.94 30.73 21.51
H -3.08 32.27 21.19
C 1.60 33.49 27.77
C 2.59 33.10 26.72
O 2.18 32.36 25.81
N 3.74 33.75 26.74
C 4.81 33.75 25.79
H 0.78 32.80 27.61
H 1.04 34.41 27.59
H 2.02 33.37 28.77
H 3.89 34.41 27.49
H 4.75 32.91 25.09
H 5.78 33.85 26.27
H 4.75 34.49 24.99
C 3.26 29.53 27.87
C 4.35 29.33 26.86
O 5.50 29.00 27.20
N 4.07 29.52 25.65
C 5.02 29.58 24.51
H 3.85 29.39 28.78
H 2.48 28.77 27.87
H 2.86 30.53 27.72
H 3.11 29.72 25.40
H 4.54 29.09 23.66
H 5.94 29.03 24.70
H 5.31 30.62 24.36
C 9.05 31.34 18.15
C 8.38 31.00 16.79
O 8.27 29.84 16.44
N 7.75 32.02 16.14
C 7.07 31.66 14.97
H 8.98 32.40 18.37
H 10.11 31.08 18.09
H 8.60 30.67 18.89
H 7.92 33.00 16.31
H 7.69 31.42 14.11
H 6.31 32.39 14.68
H 6.53 30.72 15.12
C 10.28 35.76 15.48
C 9.49 34.90 14.54
O 8.29 34.68 14.76
N 10.24 34.59 13.45
C 9.67 33.69 12.42
H 11.25 36.17 15.21
H 10.44 35.28 16.44
H 9.74 36.71 15.58
H 11.15 34.98 13.28
H 8.62 33.44 12.56
H 10.14 32.71 12.46
H 9.81 34.10 11.42
C 6.44 41.38 18.07
C 6.04 42.10 19.47
O 6.66 41.87 20.48
N 5.03 42.96 19.45
C 4.42 43.70 20.54
H 6.32 42.07 17.24
H 5.86 40.46 18.06
H 7.50 41.15 18.17
H 4.88 43.41 18.56
H 4.72 44.74 20.44
H 4.78 43.55 21.55
H 3.34 43.72 20.67
C 7.02 38.19 14.88
C 5.84 37.24 14.60
O 4.73 37.60 14.93
N 6.07 36.07 14.06
C 4.90 35.18 13.76
H 7.90 37.56 14.76
H 7.08 38.60 15.89
H 7.07 39.08 14.25
H 7.00 35.67 14.06
H 4.80 34.74 12.77
H 3.96 35.72 13.87
H 4.90 34.29 14.39
C 2.60 42.75 17.11
C 2.10 42.30 15.79
O 2.09 43.03 14.79
N 1.49 41.12 15.85
C 1.53 40.14 17.01
H 2.73 43.78 16.79
H 3.64 42.46 17.19
H 2.01 42.81 18.03
H 1.12 40.91 14.93
H 0.65 39.50 16.93
H 1.46 40.60 17.99
H 2.38 39.45 17.01
*
```

Atom charges from the Mulliken analysis, given in e for atoms 1 to 99:
1. C 0.11
2. C 0.32
3. O -0.74
4. N 0.02
5. C -1.10
6. H -0.34
7. H -0.25
8. H 0.67
9. H 0.24
10. H 0.41
11. H 0.34
12. H 0.35
13. C -0.77
14. C 0.57
15. O -0.81
16. N 0.22
17. C -0.86
18. H 0.55
19. H 0.12
20. H -0.13
21. H 0.41
22. H 0.01
23. H 0.41
24. H 0.32
25. C -0.13
26. C 0.76
27. O -0.74
28. N 1.10
29. C -1.29
30. H -0.03
31. H -0.17
32. H 0.35
33. H -0.40
34. H 0.27
35. H 0.57
36. H 0.10
37. C -0.35
38. C 0.79
39. O -0.74
40. N -0.04
41. C -0.98
42. H 0.33
43. H 0.04
44. H -0.05
45. H 0.09
46. H 0.32
47. H 0.31
48. H 0.34
49. C -0.08
50. C 0.47
51. O -0.72
52. N -0.07
53. C -0.91
54. H -0.53
55. H 0.35
56. H 0.30
57. H 0.23
58. H 0.27
59. H 0.36
60. H 0.31
61. C 0.23
62. C 0.32
63. O -1.23
64. N 1.16
65. C 0.73
66. H 0.31
67. H -0.07
68. H -0.14
69. H -0.40
70. H -0.95
71. H 0.01
72. H -0.05
73. C 0.32
74. C 0.00
75. O -0.72
76. N 0.86
77. C -1.18
78. H 0.59
79. H 0.00
80. H -0.36
81. H -0.48
82. H 0.34
83. H 0.36
84. H 0.33
85. C -1.18
86. C 0.62
87. O -0.27
88. N -0.11
89. C -0.58
90. H 0.14
91. H 0.24
92. H 0.41
93. H 0.20
94. H 0.38
95. H 0.24
96. H -0.10
97. C -0.59
98. C 0.28
99. O -0.40